Entry from OMol25: a molecular structure, C34H39N9O2Sn in a non-equilibrium geometry (ωB97M-V/def2-TZVPD).

Last column: Mulliken charge in e.
Element x y z (Å)
Sn1 -0.901 0.598 -0.529  2.04
O1 -0.622 3.564 -3.826  -0.61
C1 -0.420 2.735 -2.973  0.19
N1 -1.076 2.568 -1.740  0.35
C2 -2.009 3.544 -1.338  -0.29
O2 -2.412 4.510 -1.935  -0.60
C3 -2.538 3.360 0.066  0.38
C4 -3.328 4.357 0.619  -0.52
C5 -3.794 4.195 1.916  -0.69
C6 -3.484 3.029 2.603  -0.66
C7 -2.713 2.077 1.966  -0.40
N2 -2.235 2.252 0.728  0.87
C8 0.715 1.761 -3.280  0.16
C9 1.298 1.872 -4.536  -0.94
C10 2.371 1.061 -4.856  -0.53
C11 2.836 0.166 -3.906  -0.87
C12 2.183 0.102 -2.692  -0.35
N3 1.135 0.873 -2.372  0.30
H1 -3.555 5.232 0.025  0.61
H2 -4.396 4.967 2.383  0.46
H3 -3.836 2.859 3.613  0.49
H4 -2.474 1.133 2.448  0.18
H5 0.898 2.599 -5.228  0.61
H6 2.846 1.131 -5.827  0.47
H7 3.690 -0.471 -4.101  0.48
H8 2.518 -0.594 -1.934  0.38
N4 -2.523 -3.147 -0.689  0.14
C13 -2.261 -2.767 0.624  0.32
C14 -2.807 -3.565 1.642  -0.85
C15 -2.551 -3.246 2.953  -0.65
C16 -1.750 -2.139 3.241  -1.13
C17 -1.263 -1.417 2.180  -0.58
N5 -1.510 -1.708 0.891  0.68
C18 -2.224 -2.621 -1.948  0.56
C19 -2.638 -3.393 -3.046  -1.07
C20 -2.449 -2.921 -4.322  -0.59
C21 -1.849 -1.677 -4.502  -1.23
C22 -1.454 -0.994 -3.379  -0.52
N6 -1.618 -1.442 -2.113  0.27
H9 -3.043 -4.003 -0.747  0.13
H10 -3.428 -4.417 1.390  0.50
H11 -2.963 -3.849 3.751  0.45
H12 -1.524 -1.854 4.261  0.53
H13 -0.622 -0.549 2.338  0.64
H14 -3.110 -4.355 -2.879  0.51
H15 -2.766 -3.510 -5.174  0.44
H16 -1.697 -1.252 -5.485  0.53
H17 -0.981 -0.023 -3.476  0.54
N7 -4.586 0.812 -0.104  -0.68
N8 -3.598 0.446 -1.073  -0.22
H18 -5.507 0.525 -0.407  0.31
H19 -4.594 1.820 -0.024  0.18
H20 -3.822 0.793 -2.002  0.28
H21 -3.613 -0.562 -1.127  0.23
C23 2.046 -3.977 -0.045  -1.41
C24 2.621 -2.814 0.725  -0.48
C25 3.758 -2.955 1.537  -0.56
C26 4.317 -1.910 2.320  -0.59
C27 5.519 -2.166 3.193  -1.58
C28 3.737 -0.679 2.261  -0.28
C29 2.585 -0.448 1.413  -0.03
C30 2.040 -1.578 0.684  0.90
N9 1.938 0.663 1.234  0.73
C31 2.275 1.944 1.823  1.00
C32 2.053 1.908 3.358  -1.47
C33 1.320 2.983 1.225  -1.51
C34 3.725 2.363 1.485  -1.60
H22 2.666 -4.865 0.053  0.46
H23 1.958 -3.734 -1.106  0.33
H24 1.046 -4.215 0.323  0.26
H25 4.230 -3.933 1.586  0.41
H26 5.866 -3.193 3.098  0.42
H27 5.282 -1.983 4.242  0.37
H28 6.343 -1.503 2.922  0.37
H29 4.142 0.113 2.872  0.87
H30 1.147 -1.407 0.101  0.73
H31 1.013 1.661 3.584  0.30
H32 2.262 2.902 3.749  0.48
H33 2.697 1.190 3.864  0.37
H34 0.290 2.748 1.498  0.18
H35 1.398 2.992 0.135  0.27
H36 1.554 3.979 1.599  0.53
H37 4.465 1.625 1.789  0.44
H38 3.938 3.299 1.999  0.48
H39 3.824 2.528 0.410  0.35

Properties
HOMO level in Ha: -0.489
HOMO-LUMO gap in eV: 4.744
2S+1: 1
Charge: +2
Relative energy (zero: lowest compared OMol25 entry of this formula, charge and spin) in kcal/mol: 27.4